The ion C8H17N2 with charge +1 at a distorted geometry, computed with wB97M-V/def2-TZVPD.

Values from the calculation:
- E (hartree) = -424.0711
- molecular weight (g mol⁻¹) = 141.2
- lowest unoccupied orbital energy (spin up / spin down) (eV) = -2.87 / -7.39
- highest occupied orbital energy (spin up / spin down) (eV) = -9.723 / -14.323
- spin multiplicity = 3
- Kohn-Sham gap (spin up / spin down) (eV) = 6.9 / 6.9
- total charge = +1

Each line ends with the natural charge from an NBO analysis.
CARTESIAN COORDINATES (ANGSTROEM)
C: 1.0658 1.6543 -0.2013  0.27
C: -0.0203 -0.7753 -0.1645  0.12
C: -0.9813 0.4909 -0.0714  0.05
C: 0.0944 -1.5797 1.0652  -0.69
C: 0.1752 -1.4912 -1.4911  -0.67
C: -2.1637 0.2658 -1.0309  -0.64
C: -1.5992 0.8543 1.2745  -0.63
C: 3.0567 0.2145 0.2147  -0.45
N: 1.6997 0.5637 -0.0246  -0.15
N: -0.1654 1.6893 -0.3478  -0.31
H: 1.5038 2.6544 -0.2236  0.19
H: -0.9519 -2.1832 1.1657  0.21
H: 0.0885 -1.0724 1.9655  0.21
H: 0.9625 -2.2575 1.0165  0.23
H: 1.0273 -2.1172 -1.3661  0.22
H: 0.2580 -0.7444 -2.2439  0.21
H: -0.6301 -2.1851 -1.5379  0.23
H: -2.8089 1.1262 -1.0930  0.22
H: -2.7861 -0.5018 -0.6430  0.24
H: -2.1208 -0.0665 -2.0824  0.25
H: -1.6066 1.8827 1.5209  0.22
H: -0.9719 0.4245 1.9644  0.23
H: -2.4950 0.2772 1.5151  0.26
H: 3.0409 -0.3888 1.1450  0.27
H: 3.4831 -0.3834 -0.5258  0.26
H: 3.5628 1.0918 0.4565  0.20
H: -0.7178 2.5568 -0.2566  0.44

Atomic forces in eV per Å
C 5.01 3.50 0.32
C -2.46 0.55 0.52
C -0.01 -2.47 -1.77
C -2.16 -2.48 -1.55
C -0.35 1.11 2.65
C -0.38 0.72 -1.35
C -0.39 -1.72 -0.19
C -1.95 1.13 2.36
N 1.33 -2.60 -0.52
N -6.00 -0.49 -0.16
H 0.67 0.06 -0.02
H 2.34 0.53 -0.18
H 0.49 1.25 1.78
H -0.58 -0.05 0.14
H 1.08 -0.25 -0.34
H -0.01 -0.04 -1.18
H -1.01 -0.49 -0.99
H -0.29 0.66 0.24
H -0.40 -0.71 0.97
H 1.31 0.32 0.33
H -0.68 1.12 -0.03
H 1.85 -0.54 1.98
H -0.42 0.69 -0.60
H -0.02 -0.04 -0.38
H 0.47 -0.90 -1.49
H 1.77 1.36 0.09
H 0.81 -0.22 -0.62

***

The ion C8H17N2Si with charge +1 at a distorted geometry, computed with wB97M-V/def2-TZVPD.

Values from the calculation:
- E (hartree) = -713.6875
- molecular weight (g mol⁻¹) = 169.3
- lowest unoccupied orbital energy (spin up / spin down) (eV) = -4.64 / -4.86
- highest occupied orbital energy (spin up / spin down) (eV) = -11.673 / -11.683
- spin multiplicity = 1
- Kohn-Sham gap (spin up / spin down) (eV) = 7.0 / 6.8
- total charge = +1

Each line ends with the natural charge from an NBO analysis.
CARTESIAN COORDINATES (ANGSTROEM)
C: 0.5376 -0.3813 1.3212  0.03
C: 1.0787 -1.6511 1.5201  0.07
C: 0.8018 -1.9394 -0.7961  0.52
C: 1.3541 -2.2160 2.8669  -0.65
C: 0.4338 -2.4487 -2.0830  -0.77
C: 0.0688 2.4565 -1.7958  -1.08
C: -0.4924 2.5245 1.3441  -1.12
C: -2.4816 0.9279 -0.4288  -1.12
N: 0.1666 -0.0345 0.1644  -0.66
N: 1.1216 -2.4325 0.3877  -0.47
Si: -0.7112 1.5750 -0.2642  1.74
H: 0.4719 0.3663 2.1228  0.24
H: 1.6842 -1.4811 3.6158  0.26
H: 0.3108 -2.6042 3.2188  0.23
H: 2.0408 -3.0559 2.7854  0.23
H: -0.6092 -2.6488 -2.1078  0.28
H: 0.7891 -1.8361 -2.8817  0.27
H: 0.6926 -3.5312 -2.3196  0.30
H: 0.0001 1.7694 -2.6721  0.25
H: -0.4473 3.3653 -1.9683  0.25
H: 1.1007 2.7432 -1.6387  0.26
H: 0.4409 2.3269 1.7943  0.24
H: -0.5452 3.6575 1.2738  0.28
H: -1.2472 2.1602 1.9613  0.24
H: -2.6268 -0.1087 -0.7102  0.25
H: -2.9525 0.9127 0.6145  0.25
H: -3.0796 1.5653 -1.0294  0.25
H: 1.5215 -3.2980 0.4046  0.44

Atomic forces in eV per Å
C 0.95 -0.72 1.34
C -0.01 0.06 0.78
C 0.11 2.50 2.89
C -2.12 -0.91 0.44
C 0.08 -1.88 -0.43
C -0.18 -2.26 0.66
C 0.20 1.86 -1.91
C 0.16 -0.18 2.24
N -0.38 -1.64 -4.01
N -1.66 4.78 -1.03
Si 0.52 -0.27 -0.60
H 0.23 -0.59 0.02
H 0.06 -0.27 -0.53
H 1.95 0.33 -0.12
H 0.08 0.00 0.39
H -1.47 0.67 -0.26
H -0.01 0.40 -0.56
H 0.73 1.11 0.78
H 0.04 0.72 0.47
H -0.83 0.81 -0.36
H 0.32 -0.22 0.17
H 1.22 -0.20 0.49
H -0.22 -1.42 -0.13
H -1.39 -0.34 1.41
H 0.39 -0.11 -0.58
H 0.66 0.38 -1.18
H -0.69 0.54 -0.66
H 1.25 -3.13 0.29

***

A cluster of 3 separate species, C8H17N3O6 in total at a distorted geometry, computed with wB97M-V/def2-TZVPD.

Values from the calculation:
- E (hartree) = -930.4789
- molecular weight (g mol⁻¹) = 251.2
- lowest unoccupied orbital energy (eV) = -0.04
- highest occupied orbital energy (eV) = -8.469
- spin multiplicity = 1
- Kohn-Sham gap (eV) = 8.4
- total charge = 0

Each line ends with the natural charge from an NBO analysis.
CARTESIAN COORDINATES (ANGSTROEM)
C: 2.3757 0.2235 0.9400  -0.44
N: 1.8047 -1.1180 0.6105  -0.65
C: 0.6013 -1.4563 1.4070  -0.23
C: -0.5814 -0.3754 1.3466  0.07
C: -1.4364 -0.2060 0.0132  -0.44
C: -2.6723 0.6272 0.6568  -0.52
C: -2.7916 -0.2482 2.0119  0.79
O: -3.7863 -0.3469 2.7602  -0.57
O: -1.5593 -0.9349 2.2886  -0.53
H: 2.3751 0.8383 -0.0367  0.18
H: 1.8799 0.7594 1.8082  0.21
H: 3.4806 0.0742 1.2351  0.21
H: 1.6290 -1.2015 -0.4053  0.36
H: 0.1579 -2.4306 0.9741  0.21
H: 0.8065 -1.6788 2.5077  0.21
H: -0.3638 0.6642 1.7688  0.19
H: -1.7489 -1.2100 -0.4539  0.23
H: -1.0244 0.5354 -0.7589  0.23
H: -2.4742 1.7226 0.9350  0.24
H: -3.6803 0.5515 0.1303  0.25
C: -2.9957 -3.5951 -3.5297  -0.49
N: -2.1050 -2.4789 -3.1183  0.53
O: -2.5537 -1.3474 -3.1900  -0.37
O: -0.9863 -2.7787 -2.7377  -0.38
H: -3.9527 -3.1827 -3.8429  0.23
H: -2.5108 -4.1150 -4.3548  0.24
H: -3.1206 -4.2499 -2.6684  0.24
C: 3.7426 4.3460 0.1282  -0.48
N: 3.4326 3.2160 1.0421  0.53
O: 4.3575 2.4827 1.3598  -0.36
O: 2.2711 3.1071 1.4074  -0.38
H: 4.8034 4.3209 -0.1129  0.23
H: 3.1396 4.2171 -0.7696  0.24
H: 3.4864 5.2682 0.6478  0.24

Atomic forces in eV per Å
C 1.45 -0.30 -0.62
N -0.85 0.43 0.62
C -1.00 -0.19 -0.90
C -0.17 -0.66 0.00
C -0.29 2.04 0.11
C -0.22 -2.16 1.22
C -1.83 -0.05 2.03
O 3.64 0.16 -2.67
O -2.43 1.95 -1.18
H -0.10 -0.49 1.76
H 0.42 -0.74 -1.37
H -1.68 0.38 -0.41
H -0.09 0.10 1.12
H 0.61 1.47 0.68
H 0.07 0.54 -1.48
H 0.36 -1.36 -0.80
H 0.47 1.66 0.80
H 0.03 -1.62 0.93
H 0.06 -1.70 -0.53
H 1.48 0.10 0.61
C -0.32 -0.10 -0.12
N 0.09 0.25 0.02
O 0.31 -0.38 0.10
O -0.43 0.22 -0.11
H 0.18 0.04 0.07
H 0.03 -0.01 0.19
H 0.14 0.01 -0.12
C 0.23 0.14 -0.20
N 0.09 -0.27 0.28
O -0.70 0.48 -0.07
O 0.76 0.21 -0.11
H -0.15 -0.09 0.10
H -0.05 0.07 0.16
H -0.11 -0.12 -0.09

***

A cluster of 2 separate species, C8H17N3OSi in total at a distorted geometry, computed with wB97M-V/def2-TZVPD.

Values from the calculation:
- E (hartree) = -843.9981
- molecular weight (g mol⁻¹) = 199.3
- lowest unoccupied orbital energy (eV) = 0.32
- highest occupied orbital energy (eV) = -10.025
- spin multiplicity = 1
- Kohn-Sham gap (eV) = 10.3
- total charge = 0

Each line ends with the natural charge from an NBO analysis.
CARTESIAN COORDINATES (ANGSTROEM)
C: 1.8149 -0.6256 -1.9670  0.15
C: 2.9036 -0.1759 -0.2549  0.20
C: 1.6214 -3.3465 1.0353  -0.74
C: -1.3252 2.4833 -1.5287  -1.12
C: -1.9918 -0.4626 -0.6347  -1.05
C: -3.1052 1.9890 0.9980  -1.10
C: -0.0996 1.2971 1.1273  -1.12
C: 2.2154 -2.0298 1.1917  0.72
N: 2.7720 0.1664 -1.5065  -0.47
N: 1.4173 -1.5154 -1.1050  -0.28
N: 2.1561 -1.2421 -0.0117  -0.27
O: 2.8304 -1.6621 2.1343  -0.51
Si: -1.5991 1.4296 -0.0067  1.59
H: 1.4223 -0.7094 -2.9440  0.20
H: 3.7267 0.2385 0.2747  0.23
H: 0.4951 -3.2531 1.1236  0.26
H: 1.9916 -3.8749 0.0978  0.26
H: 1.6806 -3.8230 1.9414  0.24
H: -0.7814 3.4613 -1.3351  0.24
H: -0.6052 1.8889 -2.1683  0.24
H: -2.1703 2.6878 -2.1244  0.24
H: -1.8914 -1.1875 0.3040  0.22
H: -2.9207 -0.6758 -1.0964  0.22
H: -1.1663 -0.7170 -1.2905  0.23
H: -3.3226 3.0593 1.1053  0.24
H: -3.9399 1.5584 0.5936  0.23
H: -3.0144 1.6080 1.9919  0.23
H: 0.1661 2.2151 1.5470  0.23
H: 0.8283 0.7998 0.5824  0.23
H: -0.1086 0.4183 1.9257  0.25

Atomic forces in eV per Å
C -0.42 -1.29 0.28
C 1.73 0.56 -1.44
C -2.43 -0.23 -1.87
C 2.96 0.13 0.24
C 1.75 0.54 3.15
C 2.08 1.43 0.43
C 1.63 -4.67 -0.70
C 0.09 -0.22 -1.50
N 0.53 2.06 -0.45
N -0.72 -1.30 0.54
N -0.36 -0.07 1.30
O 0.44 0.97 0.83
Si -1.16 -1.91 -0.08
H -0.18 0.49 -0.92
H 0.00 -0.05 1.15
H 0.87 0.19 -1.37
H -0.83 0.55 1.43
H 1.44 -1.75 1.98
H -0.72 -1.05 -0.05
H -0.67 0.59 0.48
H -1.19 0.16 -0.54
H -0.22 1.49 -1.84
H -0.96 0.07 -0.50
H 0.05 -0.24 -0.21
H 0.37 -0.10 -0.22
H -2.30 -1.17 -1.17
H 0.12 -0.37 0.83
H 0.67 1.34 0.88
H -1.72 1.73 0.47
H -0.83 2.11 -1.11

***

Energy relative to the best compared isomer or geometry (same formula, charge and spin) / kJ/mol: 155.5 339.7 741.9 0.0